(1)
C3H2Cl2O4PtSe2Te2 | ωB97M-V/def2-TZVPD

Its spin multiplicity is 3. The LUMO energy (alpha / beta) comes out at 4.2153 / 4.0467 eV. As for the total charge: -2. The HOMO-LUMO gap (alpha / beta) comes out at 4.7 / 5.2 eV.

```
16
Properties=species:S:1:pos:R:3:forces:R:3
Pt -7.305514 -3.827545 9.998048 1.523 -0.407 0.748
O -9.365741 -2.936014 13.517526 0.432 0.001 -0.379
C -8.577416 -3.027936 12.581335 0.230 0.088 -0.769
O -8.805676 -3.608931 11.437348 -1.623 0.473 2.009
C -7.085345 -2.447901 12.630691 -1.256 -1.753 -0.611
O -6.623987 -1.883975 13.586553 0.322 0.864 0.887
O -6.430089 -2.827211 11.586472 1.340 1.167 0.267
Se -4.764185 -3.735156 7.124797 0.518 -0.178 -0.362
Te -4.841689 -4.913948 9.312451 0.273 0.500 -0.377
Te -7.272245 -6.069185 8.766501 -0.088 -1.377 0.008
Se -8.946853 -4.285534 8.432384 -1.649 0.278 -1.644
Cl -7.001631 -0.733546 8.607705 -1.129 0.838 -0.626
C -5.358227 -0.986493 9.127792 -0.266 -1.301 0.184
Cl -4.365353 0.443440 9.225165 0.503 1.081 -0.141
H -4.953517 -1.658408 8.302587 -0.087 0.327 1.742
H -5.543577 -1.298332 10.179866 0.958 -0.603 -0.935
```
Forces are in eV/Å.

Okay, here come the Mulliken numbers, in e, for every atom:
1 Pt 1.0288
2 O -0.7275
3 C 0.6083
4 O -0.7029
5 C 0.6092
6 O -0.7014
7 O -0.5669
8 Se -0.6485
9 Te -0.2703
10 Te -0.1336
11 Se -0.4550
12 Cl -0.1673
13 C 0.5418
14 Cl -0.2626
15 H -0.1843
16 H 0.0320

=====

(2)
C4H11NO2 | ωB97M-V/def2-TZVPD

Its SMILES is CCN(C)C=O.O. The LUMO energy comes out at 0.6402 eV. The HOMO-LUMO gap comes out at 9.8 eV.

```
18
Properties=species:S:1:pos:R:3:forces:R:3
C 1.308751 1.585167 2.233739 -1.055 0.006 -0.376
C 1.072368 1.204090 0.764051 1.724 -0.648 -0.056
N 0.192488 0.061183 0.599003 0.594 -1.433 0.659
C 0.430007 -0.782537 -0.549940 -1.807 1.013 -1.231
C -0.764288 -0.345387 1.501801 -0.667 2.082 -0.466
O -1.852672 -0.770290 1.165121 0.590 -0.990 0.405
H 2.202052 2.165188 2.428908 -0.108 0.524 -0.401
H 0.376665 2.115382 2.422178 0.324 0.489 1.037
H 1.378137 0.759051 2.946919 -0.108 -0.222 -0.479
H 0.698006 2.036922 0.148734 -0.235 0.091 0.528
H 2.043307 1.002570 0.270638 -0.350 -0.403 0.286
H 1.212061 -1.540887 -0.484149 0.507 0.602 0.146
H -0.486670 -1.341779 -0.761599 0.026 0.101 0.148
H 0.480966 -0.039698 -1.368433 0.733 -0.960 -0.250
H -0.546969 -0.028017 2.533231 -0.167 -0.254 0.043
O -2.746208 -1.916649 -4.961969 0.208 -0.135 -0.030
H -3.016815 -1.681386 -4.073562 -0.192 0.141 0.187
H -1.981178 -2.482915 -4.814663 -0.017 -0.004 -0.146
```
Forces are in eV/Å.

Okay, here come the Mulliken numbers, in e, for every atom:
1 C -1.3560
2 C -0.1928
3 N 0.1433
4 C -1.1003
5 C -0.0138
6 O -0.5572
7 H 0.3311
8 H 0.3871
9 H 0.3235
10 H 0.2849
11 H 0.3715
12 H 0.2674
13 H 0.3780
14 H 0.3824
15 H 0.3509
16 O -0.6374
17 H 0.3216
18 H 0.3159

=====

(3)
C17H18BrCuI2N5O3S | ωB97M-V/def2-TZVPD

Its spin multiplicity is 2. The LUMO energy (alpha / beta) comes out at 0.0789 / -2.3107 eV. The HOMO-LUMO gap (alpha / beta) comes out at 8.5 / 5.6 eV.

```
48
Properties=species:S:1:pos:R:3:forces:R:3
Cu 1.248778 -1.140292 1.593081 0.205 0.326 -0.491
I 2.875333 -2.280972 0.054652 0.363 -0.455 0.114
C 3.449551 -3.741500 1.528861 -0.041 0.106 -0.083
I 5.155410 -3.148976 2.626289 0.044 -0.020 0.050
H 3.665925 -4.674146 1.024568 -0.009 -0.040 0.017
H 2.620764 -3.815138 2.223277 -0.016 -0.055 0.008
Br 2.622796 2.334942 1.376815 0.026 0.065 0.065
C 1.724260 1.728031 2.921893 0.013 -0.036 -0.071
C 1.346341 2.642467 3.888270 -0.021 0.020 0.101
C 0.719941 2.151980 5.023893 0.040 0.109 0.022
C 0.536743 0.787843 5.166596 -0.032 -0.030 0.034
C 0.937825 -0.044791 4.139761 0.116 -0.011 -0.138
N 1.504478 0.426922 3.013626 -0.220 0.005 0.219
C 0.771075 -1.567542 4.254602 0.030 0.107 0.079
O 0.380009 -2.001639 5.322752 0.055 -0.049 -0.192
O 1.090773 -2.225828 3.199086 -0.067 -0.054 -0.061
H 1.547238 3.695616 3.752589 -0.015 -0.045 -0.007
H 0.394163 2.837546 5.797283 0.033 -0.035 -0.019
H 0.090456 0.340754 6.042905 0.001 -0.002 -0.014
C -0.003150 -3.522892 -4.018005 0.005 0.074 0.023
C 0.120854 -2.039789 -3.819542 0.059 -0.101 0.164
C -0.431559 -1.126422 -4.709924 -0.045 0.025 -0.078
C -0.275023 0.212793 -4.409558 0.084 0.050 0.072
N 0.360154 0.641396 -3.318917 0.027 -0.325 -0.362
C 0.876261 -0.312734 -2.536248 -0.009 -0.177 0.406
S 1.750349 0.255320 -1.127227 0.122 0.238 -0.014
N 0.781603 -1.630644 -2.735766 -0.071 -0.011 -0.200
H -0.259948 -3.767876 -5.048204 0.006 0.000 0.034
H -0.784771 -3.915463 -3.363219 0.027 0.013 -0.015
H 0.930875 -4.011678 -3.742804 -0.032 0.018 -0.015
H -0.959782 -1.451459 -5.596140 0.026 0.028 0.016
H -0.679795 0.982861 -5.059303 -0.010 -0.007 0.010
N -0.504455 -0.638842 0.706695 -0.373 0.058 0.555
C -1.182252 0.271283 0.493227 -0.454 0.255 -0.747
N -1.909792 1.307188 0.129251 0.203 -0.199 0.385
C -3.287650 1.142478 -0.350582 0.115 -0.027 0.077
C -3.328737 1.441177 -1.835309 0.143 0.107 -0.130
O -2.784575 2.719872 -2.107530 -0.162 -0.009 0.042
C -1.411027 2.786181 -1.739008 0.058 -0.135 -0.057
C -1.244376 2.566399 -0.249498 -0.009 0.017 -0.025
H -3.926788 1.841527 0.190160 -0.018 0.035 0.039
H -3.620613 0.126738 -0.147727 0.005 -0.025 0.047
H -4.357008 1.447298 -2.190644 -0.045 0.007 -0.031
H -2.765976 0.672143 -2.380463 0.007 -0.028 -0.015
H -1.056786 3.778023 -2.012895 -0.010 0.040 -0.023
H -0.830986 2.035164 -2.291608 -0.100 0.227 0.127
H -1.709163 3.379718 0.311058 -0.045 -0.011 0.066
H -0.187730 2.504952 0.008908 -0.006 -0.040 0.017
```
Forces are in eV/Å.

Okay, here come the Mulliken numbers, in e, for every atom:
1 Cu -0.1890
2 I 0.4352
3 C -0.9531
4 I 0.0460
5 H 0.4592
6 H 0.2999
7 Br -0.1107
8 C 0.3105
9 C -0.5060
10 C -0.2735
11 C -0.6529
12 C 0.5421
13 N -0.3215
14 C 0.6246
15 O -0.6778
16 O -0.4464
17 H 0.4191
18 H 0.4206
19 H 0.4993
20 C -1.2610
21 C 0.8525
22 C -0.6270
23 C -0.2916
24 N -0.5040
25 C 0.0463
26 S -0.1933
27 N -0.2407
28 H 0.3732
29 H 0.2552
30 H 0.3316
31 H 0.3712
32 H 0.4250
33 N -0.6215
34 C 1.0106
35 N -0.0551
36 C -0.6983
37 C -0.3300
38 O -0.4232
39 C 0.0618
40 C -0.3152
41 H 0.2941
42 H 0.4446
43 H 0.3681
44 H 0.1678
45 H 0.3796
46 H -0.1371
47 H 0.2763
48 H 0.1143

=====

Asked for energy across the records above, the calculation gives -184905.813 -9910.515 -173231.896 eV in order.
Asked for ΔE to the lowest compared entry with this formula, charge and spin across the records above, the calculation gives 11.25 39.82 21.90 kcal/mol in order.